[1]
72
Properties=species:S:1:pos:R:3:forces:R:3:lowdin_charge:R:1 method="wB97M-V/def2-TZVPD" lumo_energy_ev="-1.62 / -1.71" total_energy_ev=-107502.9656 orbital_gap_ev="6.4 / 6.3" homo_ev="-8.04 / -8.04" fmax_ev_per_a=5.6 multiplicity=3
Ni 0.2243 3.0690 -0.0387 1.3 0.9 2.4 0.61
C 4.0922 0.6138 3.4245 0.4 0.1 0.3 -0.11
C 3.9845 0.5433 2.0817 0.4 0.4 0.1 -0.09
C 2.9455 -0.1618 1.2645 0.2 -1.2 -1.3 -0.21
C 1.5560 0.4122 1.5467 0.3 -0.6 -0.3 -0.22
C 0.9695 -0.1656 2.8085 -0.5 0.9 0.5 -0.09
C 1.5495 -0.7813 3.8563 0.4 0.4 -1.9 -0.08
C 2.8859 -1.4939 3.8525 0.0 -0.4 1.0 -0.20
C 4.0680 -0.6083 4.2960 -1.0 -0.2 0.0 -0.19
C 0.1342 3.6470 1.9982 -0.6 0.1 1.0 -0.17
H 4.2278 1.5796 3.9344 1.4 -0.4 -0.5 0.11
H 4.7061 1.1012 1.4845 -0.9 1.2 0.1 0.10
H 2.8501 -1.2497 1.3943 0.2 0.4 -0.3 0.09
H 3.1815 -0.0204 0.1948 0.0 0.1 0.4 0.09
H 1.6172 1.5162 1.5497 0.1 -0.5 0.6 0.05
H 0.8682 0.2422 0.6943 0.2 -0.4 0.1 0.04
H -0.0887 0.1040 2.8925 0.3 0.2 0.5 0.06
H 1.0399 -0.7291 4.7933 -0.6 -0.6 0.4 0.10
H 3.1462 -1.9473 2.8843 -0.4 0.1 0.8 0.09
H 2.7627 -2.2891 4.5982 0.2 -0.2 -0.3 0.11
H 4.0353 -0.3620 5.3701 -0.2 0.0 -0.4 0.11
H 5.0004 -1.1904 4.1255 -0.4 0.5 0.2 0.12
H 0.6827 2.8902 2.6047 -0.4 0.3 -0.7 -0.01
H -0.8481 3.7997 2.5022 0.3 -0.2 -0.7 -0.01
H 0.7120 4.5852 2.1444 -0.5 -0.6 -0.6 -0.01
P -2.0494 0.5304 0.1099 -4.7 -3.0 0.4 1.14
P 0.5437 0.2161 -2.3526 0.3 -3.5 -2.8 1.10
N -2.7626 -0.6777 1.3049 0.9 0.4 0.8 -0.24
N -3.7536 0.9876 -0.3404 0.5 1.1 -0.4 -0.25
N 1.0577 -1.5205 -2.2632 0.3 -0.5 1.0 -0.25
N 0.8847 0.1673 -4.1202 -0.2 1.3 -0.7 -0.27
C -1.8623 -0.7715 -1.2007 0.6 0.2 0.0 -0.42
C -1.2762 -0.1589 -2.4779 0.0 0.4 0.2 -0.42
C -2.7388 -0.4518 2.6797 -0.3 -0.8 -0.1 -0.17
C -3.4004 -1.4818 3.3356 0.4 0.7 -0.4 -0.10
C -3.8729 -2.3815 2.3408 0.5 0.8 -1.1 -0.08
C -3.4841 -1.8575 1.1053 0.2 -0.3 0.8 -0.16
C -4.1355 2.3252 -0.3119 -0.7 -0.3 -0.6 -0.17
C -5.4154 2.4567 -0.8287 0.8 -0.4 0.3 -0.10
C -5.8687 1.1451 -1.1716 1.4 -0.4 0.5 -0.08
C -4.8381 0.2577 -0.8470 -0.2 1.0 -0.3 -0.13
C 2.2957 -1.9836 -1.8094 -0.3 -0.9 0.1 -0.15
C 2.2595 -3.3639 -1.6229 -0.4 0.9 0.0 -0.09
C 0.9437 -3.8047 -1.9620 -0.3 2.0 -0.5 -0.07
C 0.2599 -2.6590 -2.3923 0.3 -0.9 0.6 -0.19
C 0.8573 -0.8711 -5.0752 0.1 0.9 -0.5 -0.12
C 0.9304 -0.3218 -6.3589 -0.2 0.4 1.8 -0.08
C 0.9747 1.1084 -6.1991 -0.2 -0.4 1.0 -0.10
C 0.9369 1.3718 -4.8362 0.1 -1.0 -0.9 -0.17
H -2.7938 -1.3062 -1.4459 0.3 0.6 0.3 0.07
H -1.1934 -1.5343 -0.7833 0.0 0.2 0.0 0.07
H -1.5225 -0.7738 -3.3597 0.4 0.4 0.3 0.09
H -1.7113 0.8400 -2.6357 -0.2 -0.2 -0.2 0.07
H -2.2360 0.4215 3.0560 0.0 0.0 0.2 0.09
H -3.5272 -1.5760 4.4102 0.1 0.1 -0.3 0.10
H -4.4238 -3.3051 2.4925 0.1 0.3 -0.1 0.10
H -3.6615 -2.2552 0.1202 0.1 0.0 0.2 0.08
H -3.4474 3.0551 0.0792 0.0 0.2 0.0 0.08
H -5.9594 3.3800 -0.9555 0.0 0.0 0.1 0.09
H -6.8214 0.8791 -1.6163 0.2 0.0 0.2 0.10
H -4.8093 -0.8159 -0.9442 0.0 0.2 0.0 0.08
H 3.1203 -1.3115 -1.6983 0.2 0.2 0.1 0.09
H 3.0505 -4.0106 -1.2517 -0.1 0.4 -0.2 0.10
H 0.5349 -4.8020 -1.8684 0.1 0.2 -0.2 0.10
H -0.7360 -2.5907 -2.7896 0.0 -0.1 0.1 0.09
H 0.8306 -1.9088 -4.7903 0.0 0.1 0.1 0.09
H 0.9319 -0.8735 -7.2908 0.1 0.0 0.2 0.09
H 1.0162 1.8387 -6.9946 0.1 0.0 0.2 0.09
H 0.9690 2.2961 -4.2978 0.0 0.3 0.1 0.08
S 4.4922 4.9349 0.8507 0.0 0.0 0.1 0.56
C 3.0827 4.2715 0.5000 -1.1 -0.5 -0.3 -0.97
N 2.0260 3.7807 0.2503 0.8 -0.1 -1.1 -0.08



[2]
71
Properties=species:S:1:pos:R:3:forces:R:3:lowdin_charge:R:1 method="wB97M-V/def2-TZVPD" lumo_energy_ev="-9.54 / -9.48" total_energy_ev=-78719.5875 orbital_gap_ev="3.9 / 4.0" homo_ev="-13.45 / -13.45" total_charge=+2 fmax_ev_per_a=9.3
Ti 0.0086 1.6263 -3.7121 1.7 0.2 9.1 0.86
C -2.0415 1.8310 -6.6616 -0.7 -0.8 -0.5 -0.12
C -1.9611 0.5029 -6.4747 -0.9 0.7 -1.8 -0.13
C -0.8786 -0.3402 -7.0900 -0.1 -0.4 -0.2 -0.15
C 0.5197 0.2729 -6.9033 0.1 -0.1 -0.1 -0.13
C 0.7401 1.0062 -5.5700 1.6 3.2 -4.4 -0.17
C 0.5655 2.4221 -5.4339 1.7 -1.4 -3.8 -0.21
C -0.0488 3.3508 -6.4437 -0.7 0.0 0.0 -0.12
C -1.0723 2.6888 -7.4056 0.6 0.4 -0.4 -0.15
C 0.4902 2.9456 -1.9643 0.3 0.9 0.3 -0.11
H -2.9438 2.3612 -6.3412 0.2 -0.2 0.1 0.13
H -2.8011 -0.0559 -6.0369 0.3 0.5 -0.2 0.14
H -1.0656 -0.4832 -8.1783 0.1 0.1 0.6 0.15
H -0.9235 -1.3586 -6.6576 0.1 0.4 -0.2 0.11
H 1.2816 -0.5199 -7.0194 -0.3 0.3 0.4 0.14
H 0.7493 0.9854 -7.7100 -0.1 -0.3 0.4 0.12
H 1.6582 0.6181 -5.1460 0.0 -0.3 1.4 0.09
H 1.3004 2.9758 -4.7831 -0.4 -0.5 0.5 0.14
H 0.7959 3.7870 -7.0053 -0.1 -0.1 0.1 0.16
H -0.5225 4.1999 -5.9190 0.2 -0.2 -0.2 0.14
H -1.6159 3.4987 -7.9131 0.1 -0.2 0.2 0.14
H -0.5507 2.1333 -8.2012 -0.4 0.4 0.3 0.12
H -0.3344 3.1575 -1.2485 0.4 -0.4 -0.8 0.05
H 0.9933 3.9051 -2.1820 -0.3 -0.3 -0.6 0.05
H 1.2532 2.3313 -1.4534 -0.4 0.1 -0.2 0.01
P 1.0334 -0.5524 -2.7564 5.7 0.2 0.1 1.10
P -1.3658 -1.8991 -2.0604 -3.3 -0.7 0.4 1.12
N 2.8951 0.3483 -3.4075 -0.7 -0.3 0.1 -0.17
N 2.0586 -1.4522 -1.6316 -1.2 0.9 0.0 -0.24
N -2.1785 -0.4946 -2.8336 1.4 3.4 0.8 -0.16
N -2.9966 -2.5607 -1.6760 1.1 0.4 0.0 -0.25
C 0.6131 -1.8462 -3.9702 0.0 -0.4 -0.4 -0.35
C -0.7358 -2.5605 -3.6282 0.1 -0.8 -0.5 -0.34
C 3.0853 1.7227 -3.4965 -0.1 0.4 -0.3 -0.24
C 4.3197 2.0150 -4.0864 -0.6 -0.4 0.2 -0.06
C 4.9452 0.7684 -4.3450 -1.2 -0.3 0.4 -0.05
C 4.0521 -0.2277 -3.9103 0.2 0.2 -0.4 -0.12
C 2.9082 -0.8879 -0.6714 0.7 -0.6 0.5 -0.12
C 3.7997 -1.8538 -0.2211 -1.0 0.9 -0.6 -0.04
C 3.4676 -3.0739 -0.8863 -1.1 0.5 -0.9 -0.04
C 2.3947 -2.8051 -1.7219 0.6 -0.8 0.3 -0.14
C -2.7724 0.4479 -1.9773 -1.1 -2.4 -0.7 -0.08
C -2.8362 1.6780 -2.5900 1.1 1.3 -1.0 0.03
C -2.1111 1.5963 -3.8165 -1.7 -1.5 1.3 -0.17
C -1.5639 0.2538 -3.8694 -2.9 -0.4 0.8 -0.34
C -4.1457 -2.5934 -2.4899 -0.6 -0.6 0.5 -0.14
C -5.2349 -2.9826 -1.7194 1.3 0.7 -0.5 -0.06
C -4.7767 -3.0962 -0.3685 0.9 0.2 -0.2 -0.06
C -3.4187 -2.8287 -0.3601 -0.9 -0.4 -0.2 -0.13
H 1.4552 -2.5293 -4.0519 -0.1 -0.2 0.1 0.09
H 0.5517 -1.3790 -4.9678 0.0 0.0 0.5 0.06
H -1.4544 -2.4520 -4.4466 0.1 -0.3 0.1 0.09
H -0.5376 -3.6332 -3.4640 -0.1 0.3 -0.1 0.11
H 2.3905 2.4434 -3.0652 0.5 -0.4 0.0 0.04
H 4.7148 3.0129 -4.2751 -0.1 -0.4 0.2 0.11
H 5.9173 0.6186 -4.7986 -0.2 -0.1 0.2 0.11
H 4.2040 -1.3053 -3.9092 -0.2 0.3 0.0 0.12
H 2.7771 0.1336 -0.3606 0.1 0.1 -0.1 0.11
H 4.6158 -1.7083 0.4838 -0.4 0.1 -0.2 0.12
H 3.9616 -4.0305 -0.7789 -0.2 0.1 0.0 0.12
H 1.8024 -3.4713 -2.3257 0.2 -0.1 0.0 0.09
H -3.2758 0.0902 -1.0711 0.4 0.3 -0.4 0.15
H -3.2072 2.6388 -2.2142 -0.2 -0.8 0.0 0.15
H -2.2117 2.3500 -4.6004 0.4 -0.3 0.3 0.11
H -1.0087 -0.2599 -4.6514 -0.8 0.1 0.1 0.06
H -4.1056 -2.3229 -3.5332 0.1 -0.2 0.0 0.10
H -6.2502 -3.1335 -2.0746 0.3 0.1 0.0 0.11
H -5.4048 -3.3148 0.4907 0.4 0.0 -0.2 0.11
H -2.7231 -2.8261 0.4561 0.2 0.0 0.1 0.11
N -0.7754 0.4605 0.0326 1.0 0.7 -2.2 0.08
C -0.4160 0.7354 -1.0590 -0.8 -0.6 1.6 -0.38



[3]
71
Properties=species:S:1:pos:R:3:forces:R:3:lowdin_charge:R:1 method="wB97M-V/def2-TZVPD" lumo_energy_ev="-8.00 / -10.12" total_energy_ev=-57433.2335 orbital_gap_ev="5.0 / 2.9" homo_ev="-12.99 / -12.99" total_charge=+2 fmax_ev_per_a=3.8 multiplicity=3
W 0.1607 -0.7502 -2.9598 -1.6 -2.8 1.9 1.52
C -0.5379 0.6644 -1.4460 -0.5 1.6 0.0 -0.24
C -1.3835 0.6471 -2.6083 -0.1 -0.3 0.6 -0.30
C -1.2845 1.6491 -3.7157 -0.3 1.0 -1.1 -0.17
C -0.2650 1.2310 -4.7947 -0.6 0.4 -0.9 -0.23
C 1.0252 0.6535 -4.2949 2.1 0.9 0.2 -0.36
C 1.6644 0.9080 -3.0693 0.4 2.2 -1.6 -0.22
C 1.4148 2.1117 -2.2250 -0.3 1.1 1.3 -0.15
C 0.3772 1.8336 -1.1096 0.4 0.4 0.7 -0.15
C 1.4374 -1.4712 -1.5644 0.1 -0.2 0.7 -0.22
H -0.9529 0.1900 -0.5553 0.2 -0.4 -0.3 0.13
H -2.3201 0.0942 -2.5979 0.0 0.1 0.4 0.12
H -1.0593 2.6740 -3.3714 -0.1 -0.5 0.1 0.13
H -2.2667 1.7176 -4.2250 0.5 0.0 0.5 0.09
H -0.7324 0.4634 -5.4621 0.4 0.4 0.6 0.01
H -0.0840 2.0845 -5.4804 0.2 -0.2 0.3 0.14
H 1.6542 0.1308 -5.0265 -0.5 0.3 0.7 -0.02
H 2.6746 0.5353 -2.9906 0.1 -0.5 0.0 0.12
H 1.0773 2.9780 -2.8214 0.1 -0.6 -0.1 0.13
H 2.3419 2.4716 -1.7359 -0.3 -0.4 -0.4 0.14
H 0.8782 1.6172 -0.1409 -0.1 -0.1 -0.7 0.13
H -0.1610 2.7834 -0.8864 -0.1 -0.7 -0.2 0.14
H 1.0108 -1.4729 -0.5547 0.4 -0.1 -0.1 0.06
H 2.4586 -1.0898 -1.5731 0.0 -0.1 0.1 0.05
H 1.4342 -2.5150 -1.9401 0.1 -0.3 0.0 0.05
P 1.5305 -0.8889 -6.8601 2.4 -0.8 -2.6 1.06
P -2.3008 -0.4290 -6.9568 -2.1 -0.4 -2.1 1.11
N 2.8389 0.2647 -7.1506 -0.2 0.1 0.6 -0.26
N 2.2907 -2.1726 -7.7611 -0.7 -0.3 0.2 -0.27
N -2.6717 1.2254 -7.4984 1.1 1.3 -0.6 -0.21
N -3.7782 -0.9784 -7.7594 0.2 -1.0 0.8 -0.28
C 0.3981 -0.1835 -8.1201 -0.6 0.3 -0.3 -0.39
C -0.9921 -0.8730 -8.2109 0.1 0.1 0.0 -0.36
C 3.9717 0.3150 -6.3174 0.1 0.7 -0.8 -0.13
C 4.9821 0.9753 -6.9990 -0.8 -0.5 0.4 -0.06
C 4.4979 1.2815 -8.3139 -1.0 -0.3 0.5 -0.05
C 3.1828 0.8535 -8.3723 0.8 0.3 0.4 -0.16
C 2.2194 -3.5008 -7.3085 0.0 -0.1 -1.2 -0.15
C 2.5775 -4.3339 -8.3533 0.0 0.9 0.5 -0.07
C 2.9553 -3.4967 -9.4683 -0.5 0.8 1.0 -0.05
C 2.7404 -2.1771 -9.0917 0.0 -1.1 0.2 -0.12
C -3.0604 2.2337 -6.5914 0.5 -1.0 -0.8 -0.02
C -2.6288 3.4590 -7.0797 0.9 0.6 -1.8 0.02
C -2.1010 3.2287 -8.4025 -0.6 1.8 2.3 0.05
C -2.1400 1.8633 -8.6219 -0.7 -1.7 1.6 -0.04
C -4.4090 -0.5185 -8.9269 -0.6 -0.6 0.2 -0.12
C -5.5255 -1.3090 -9.1720 1.2 0.0 0.8 -0.04
C -5.5789 -2.3012 -8.1320 0.8 0.5 0.0 -0.05
C -4.5090 -2.0742 -7.2780 -0.2 0.5 -0.8 -0.12
H 0.8635 -0.2841 -9.1159 -0.2 0.0 0.5 0.08
H 0.3296 0.8996 -7.9160 -0.1 -0.3 0.0 0.07
H -1.4033 -0.6881 -9.2209 0.1 -0.5 0.5 0.08
H -0.8530 -1.9650 -8.0655 -0.3 0.4 -0.3 0.09
H 3.9201 -0.0813 -5.3053 0.2 0.1 -0.3 0.10
H 5.9398 1.2466 -6.5753 -0.1 -0.2 -0.2 0.11
H 5.0394 1.7742 -9.1103 -0.1 0.0 0.2 0.11
H 2.4552 0.9454 -9.1655 0.3 0.0 0.1 0.10
H 1.9271 -3.6809 -6.2817 0.0 -0.2 -0.2 0.09
H 2.5757 -5.4138 -8.3203 0.2 0.1 0.0 0.10
H 3.3712 -3.8375 -10.4069 -0.2 0.1 0.1 0.11
H 2.9011 -1.2505 -9.6303 0.1 -0.3 0.1 0.09
H -3.6493 1.9791 -5.7079 0.3 0.1 -0.3 0.14
H -2.6230 4.3920 -6.5187 -0.4 -0.2 -0.4 0.13
H -1.6895 3.9727 -9.0745 -0.2 -0.1 0.1 0.13
H -1.8282 1.2923 -9.4819 0.1 0.1 0.0 0.13
H -4.0452 0.3513 -9.4506 -0.2 -0.1 0.0 0.09
H -6.2023 -1.2072 -10.0094 0.1 0.0 0.2 0.11
H -6.3033 -3.0968 -8.0462 0.0 0.1 0.1 0.11
H -4.1837 -2.5629 -6.3691 -0.2 -0.1 -0.1 0.11
N -2.0313 -2.7658 -1.4087 1.8 1.6 -1.1 0.07
C -1.2443 -2.0657 -1.9392 -1.7 -1.7 0.3 -0.35



[4]
65
Properties=species:S:1:pos:R:3:forces:R:3:lowdin_charge:R:1 method="wB97M-V/def2-TZVPD" lumo_energy_ev=-4.45 total_energy_ev=-39523.2696 orbital_gap_ev=6.3 homo_ev=-10.76 total_charge=+1 fmax_ev_per_a=4.4
C -0.6961 -0.3724 2.2638 0.2 -0.2 0.8 -0.08
C -0.8269 0.5249 1.0091 -3.8 -2.2 0.2 -0.19
C -1.4145 1.9242 1.4777 0.8 0.7 -0.3 -0.08
C -2.5275 2.5058 0.8051 0.8 -0.5 -0.5 -0.21
C -3.3333 1.7082 -0.1823 -0.1 -0.3 -0.6 -0.05
C -2.8737 3.8427 0.9747 0.3 -0.3 0.6 -0.02
C -2.2603 4.6437 1.9234 0.8 -0.6 0.2 -0.26
C -2.6307 6.0940 2.0472 -0.1 0.6 0.4 -0.05
C -1.2859 4.0198 2.7229 -0.4 0.4 -0.1 0.00
C -0.8952 2.6814 2.5714 0.2 0.1 -1.0 -0.20
C 0.1604 2.1834 3.5252 0.1 0.3 -0.2 -0.05
H -0.9158 -1.4328 2.0336 0.2 0.4 0.1 0.08
H 0.3468 -0.2981 2.6377 -0.6 -0.3 0.0 0.08
H -1.3731 -0.0725 3.1112 0.6 -0.2 -1.1 0.11
H -1.7985 0.0461 0.4614 2.5 1.1 0.8 0.15
H -4.1859 2.3124 -0.5270 0.2 -0.4 0.2 0.09
H -2.7350 1.4524 -1.0774 -0.4 0.1 0.4 0.06
H -3.7031 0.7614 0.2725 0.1 0.6 -0.3 0.10
H -3.6041 4.2865 0.3271 -0.5 0.0 -0.2 0.12
H -2.0360 6.6099 2.8335 -0.3 -0.3 -0.6 0.09
H -2.5040 6.6244 1.0830 0.0 -0.3 0.5 0.09
H -3.6962 6.2011 2.3285 0.5 -0.1 -0.1 0.09
H -0.7601 4.6336 3.4606 -0.3 -0.3 -0.1 0.12
H 0.5307 3.0292 4.1013 0.0 -0.1 0.1 0.08
H -0.2249 1.4365 4.2197 0.1 0.0 0.0 0.08
H 1.0119 1.7692 2.9924 0.1 -0.2 0.0 0.07
C 2.8435 -3.7590 2.4253 0.0 0.0 0.2 -0.15
Si 2.6718 -3.3453 0.6372 -0.7 0.1 0.7 0.47
C 4.1867 -2.6698 -0.0923 0.8 0.4 -0.5 -0.14
C 1.9652 -4.7431 -0.2799 -0.2 -0.7 -0.6 -0.15
O 1.5113 -1.9887 0.6690 -1.3 2.5 -1.6 -0.01
C 0.7721 -1.3086 -0.1847 1.1 -1.2 2.9 -0.08
C 0.4662 0.1698 0.1163 1.3 1.4 -0.6 -0.10
C 0.5458 0.8594 -1.2792 -1.0 -0.2 0.8 -0.20
C -0.5962 0.6739 -2.0557 0.2 0.5 -1.1 -0.08
C -0.7689 1.4203 -3.2242 -0.3 -0.7 0.3 -0.05
C 0.2450 2.2636 -3.6975 -0.4 -0.7 0.0 -0.07
C 1.4204 2.3512 -2.9720 0.9 0.1 0.4 -0.06
C 1.5717 1.6824 -1.7180 -0.3 0.3 -1.3 -0.01
C 0.2714 -2.0954 -1.3113 -0.7 -0.6 -2.0 -0.19
C 0.8363 -2.0493 -2.6255 -0.3 0.2 1.5 -0.02
C 0.3057 -2.8301 -3.6314 -0.2 -0.8 -1.2 -0.06
C -0.7980 -3.6741 -3.4122 0.2 0.5 1.3 -0.03
C -1.3565 -3.7095 -2.1150 -0.3 -0.7 -0.8 -0.05
C -0.8400 -2.9500 -1.0811 1.2 0.7 0.2 -0.03
H 3.5531 -4.6073 2.4649 -0.3 0.3 0.2 0.06
H 3.2477 -2.9285 3.0246 -0.1 -0.3 -0.2 0.05
H 1.8880 -4.0788 2.8726 0.4 0.0 -0.2 0.05
H 4.8906 -3.5197 -0.1563 -0.1 0.3 0.0 0.06
H 4.0519 -2.2674 -1.1071 0.0 -0.2 0.2 0.05
H 4.6579 -1.8890 0.5205 -0.1 -0.2 -0.1 0.06
H 2.6732 -5.5767 -0.1046 -0.4 0.2 -0.2 0.06
H 0.9754 -5.0567 0.0757 0.3 0.1 0.0 0.05
H 1.8926 -4.5672 -1.3626 0.1 -0.1 0.3 0.05
H 1.3461 0.5741 0.6673 -0.4 -0.6 0.0 0.16
H -1.2660 -0.1471 -1.7928 -0.2 0.7 0.0 0.12
H -1.6976 1.2714 -3.7801 0.4 0.1 0.0 0.12
H 0.1146 2.7010 -4.6914 0.2 0.2 0.5 0.12
H 2.2587 2.9458 -3.3984 -0.7 -0.5 0.6 0.12
H 2.5127 1.7697 -1.1936 -0.1 0.1 0.2 0.11
H 1.7115 -1.4372 -2.8096 -0.1 0.1 0.0 0.13
H 0.7747 -2.8383 -4.6435 -0.4 0.2 1.0 0.13
H -1.1967 -4.3272 -4.1847 0.1 0.3 0.1 0.11
H -2.1955 -4.3938 -1.8971 0.5 0.5 -0.2 0.12
H -1.2156 -3.0398 -0.0676 -0.2 0.0 -0.1 0.12